Entry 1:
{"formula": "C8H8O4", "method": "wB97M-V/def2-TZVPD", "de_lowest_ev": 2.9532, "homo_ev": -8.4, "homo_lumo_gap_ev": 8.4, "charge": 0, "lumo_energy_ev": -0.033, "smiles": "COC(=O)c1c(O)cccc1O", "symbols": ["C", "O", "C", "O", "C", "C", "O", "C", "C", "C", "C", "O", "H", "H", "H", "H", "H", "H", "H", "H"], "xyz": [[0.56167, -1.81796, 2.93609], [-0.07422, -1.10458, 1.94913], [0.47846, -0.94919, 0.77695], [1.35135, -1.90407, 0.28907], [-0.00697, -0.03844, -0.16439], [-1.22135, 0.67889, -0.22516], [-2.18016, 0.44330, 0.58850], [-1.47782, 1.71619, -1.17700], [-0.49546, 1.96286, -2.17948], [0.57815, 1.14040, -2.26000], [0.91002, 0.26045, -1.26658], [2.04273, -0.43182, -1.58879], [-0.38445, -1.93696, 3.50502], [1.33204, -1.23832, 3.52525], [0.81901, -2.84155, 2.55200], [-2.74451, 1.40013, 0.60454], [-2.45670, 2.03427, -1.09334], [-0.43762, 2.71843, -2.90405], [1.44481, 1.07866, -2.95471], [1.96103, -1.17067, -0.91305]], "atomic_forces_ev_per_a": [[-1.073, -2.141, 1.899], [0.081, 2.778, -2.252], [3.044, -6.646, -2.315], [-3.087, 4.320, 3.220], [1.018, 2.113, -2.368], [2.279, 2.035, -2.866], [-4.616, 3.028, 3.131], [3.697, -2.025, -0.285], [-1.110, -0.612, 1.203], [2.245, -0.152, 0.070], [-0.469, -2.006, -0.379], [-1.460, 0.330, 1.766], [1.251, -0.498, 1.051], [-0.678, -0.764, -1.000], [0.485, 1.145, 0.535], [1.848, -4.228, 0.170], [-1.725, 1.452, -0.452], [-1.102, 1.198, -0.839], [-1.258, 1.101, -0.229], [0.630, -0.430, -0.060]], "nbo_charge": [-0.273, -0.464, 0.791, -0.704, -0.364, 0.417, -0.626, -0.374, -0.114, -0.337, 0.432, -0.664, 0.202, 0.202, 0.217, 0.490, 0.197, 0.221, 0.242, 0.508]}


Entry 2:
{"formula": "C8H8S", "method": "wB97M-V/def2-TZVPD", "de_lowest_ev": 5.4189, "homo_ev": [-7.9, -7.0], "homo_lumo_gap_ev": [7.7, 6.7], "charge": 0, "lumo_energy_ev": [-0.248, -0.252], "symbols": ["C", "C", "C", "C", "C", "C", "C", "C", "S", "H", "H", "H", "H", "H", "H", "H", "H"], "xyz": [[-1.52012, -2.12712, 1.28217], [-2.49264, -2.51359, 0.47809], [-0.66252, -1.14423, 0.84051], [-0.89030, -0.96967, -0.55108], [0.33454, -0.50823, 1.44963], [1.06781, 0.36274, -0.53020], [-0.16508, 0.06296, -1.28863], [1.60826, 1.74291, -0.46311], [-2.15950, -2.01718, -1.16132], [-1.41245, -2.29896, 2.37102], [-3.21134, -3.33968, 0.72558], [0.85108, -1.00691, 2.26834], [0.23118, -0.05636, -2.33603], [-0.81359, 1.00035, -1.28374], [0.84214, 2.46786, -0.87117], [2.58526, 1.61769, -1.06675], [1.81633, 1.95949, 0.54647]], "atomic_forces_ev_per_a": [[-0.685, -0.255, 4.314], [-1.091, -2.622, -0.774], [-0.686, -0.135, -4.095], [-1.167, -0.935, -0.553], [3.115, 2.103, -2.094], [-1.162, -0.465, 3.838], [0.652, 1.360, -0.329], [0.302, -0.928, -2.237], [0.358, 1.022, 0.750], [-0.666, -0.644, -0.702], [0.654, 1.154, -0.541], [0.224, 0.533, 0.033], [-0.968, -0.507, 0.603], [0.660, -0.851, -0.173], [1.219, -0.435, 0.170], [-1.300, 1.111, 0.772], [0.542, 0.493, 1.021]], "nbo_charge": [-0.228, -0.382, -0.256, -0.112, -0.134, 0.244, -0.631, -0.755, 0.404, 0.218, 0.243, 0.183, 0.267, 0.246, 0.206, 0.237, 0.250]}


Entry 3:
{"formula": "C8H8S2Si", "method": "wB97M-V/def2-TZVPD", "de_lowest_ev": 5.2310, "homo_ev": [-8.0, -7.5], "homo_lumo_gap_ev": [6.7, 5.8], "charge": 0, "lumo_energy_ev": [-1.289, -1.701], "symbols": ["C", "C", "C", "C", "C", "C", "C", "C", "Si", "S", "S", "H", "H", "H", "H", "H", "H", "H", "H"], "xyz": [[1.62288, -1.09882, 0.96134], [0.39403, 0.95417, 1.78445], [-0.89471, 1.01829, -1.80704], [0.75043, -1.89622, 0.45700], [-1.00549, 1.19813, 1.70927], [0.30514, 1.66053, -1.79400], [1.21782, 0.34869, 0.80593], [-1.59485, 0.03303, -1.02308], [-0.62415, -1.59224, -0.82467], [1.69931, 1.08492, -0.72168], [-2.19910, 0.56564, 0.54557], [2.49817, -1.52670, 1.52038], [0.68759, 0.53627, 2.87823], [-1.52822, 1.45230, -2.60693], [0.96312, -2.99483, 0.59986], [-1.50948, 1.88616, 2.37823], [0.69160, 2.55805, -2.29127], [0.12324, -1.60987, -2.20966], [-1.59732, -2.57748, -0.36191]], "atomic_forces_ev_per_a": [[2.116, 1.960, 1.980], [-0.603, -2.354, 1.468], [0.937, 2.945, -1.567], [-1.493, -3.466, -1.596], [0.793, 0.360, -1.581], [-0.100, -1.387, 2.122], [-0.734, 0.632, -0.578], [1.524, -0.512, 2.168], [0.208, 0.755, -0.789], [-0.329, 0.036, -0.252], [0.935, 0.126, 0.235], [-0.768, 1.022, -0.423], [-0.735, 1.433, -2.157], [0.171, -0.280, 0.200], [-0.257, 0.922, -0.213], [0.038, -0.462, 0.634], [-0.741, -0.634, -0.398], [-0.742, -0.557, 1.174], [-0.219, -0.540, -0.426]], "nbo_charge": [-0.246, -0.323, -0.243, -0.594, -0.300, -0.330, -0.114, -0.765, 1.085, 0.256, 0.451, 0.235, 0.254, 0.235, 0.223, 0.230, 0.244, -0.134, -0.165]}


Entry 4:
{"formula": "C8H9BrO", "method": "wB97M-V/def2-TZVPD", "de_lowest_ev": 4.2317, "homo_ev": -8.1, "homo_lumo_gap_ev": 8.5, "charge": 0, "lumo_energy_ev": 0.373, "symbols": ["C", "C", "C", "C", "C", "C", "C", "C", "O", "Br", "H", "H", "H", "H", "H", "H", "H", "H", "H"], "xyz": [[-0.09682, 1.12082, 1.30006], [1.88200, 0.93966, -1.45171], [-0.89364, 1.09728, 0.19919], [0.71276, 0.31272, -1.59546], [0.75266, 0.02712, 0.91384], [2.48027, 0.93714, -0.13506], [-0.06067, -0.11769, -0.37691], [-1.72246, -1.91373, -0.07959], [-0.59828, -1.37022, -0.68617], [4.00626, -0.24904, 0.17185], [0.06470, 1.80119, 2.09440], [2.47830, 1.43110, -2.24733], [-1.67077, 1.67474, -0.12192], [0.11808, 0.31085, -2.50162], [1.18652, -0.67006, 1.56513], [2.67769, 1.84575, 0.29220], [-2.69653, -1.22317, -0.00274], [-1.33693, -2.31003, 0.89373], [-1.94416, -2.72860, -0.69649]], "atomic_forces_ev_per_a": [[-0.678, 0.441, -1.137], [0.341, -0.518, -0.866], [2.567, -2.509, 1.757], [-0.241, 1.021, 0.003], [2.557, 2.231, -2.401], [-2.410, -3.769, 1.742], [-0.085, -0.093, 0.074], [-0.664, 1.538, 2.096], [0.194, 0.885, -1.419], [-0.446, 0.403, -0.252], [-0.300, 0.648, 0.728], [-0.787, -0.366, 0.210], [-1.882, 1.425, -1.003], [0.286, -0.138, -0.227], [0.503, -1.178, 0.493], [0.655, 2.174, 1.122], [2.290, -1.210, 0.030], [-1.195, 0.330, -0.187], [-0.706, -1.315, -0.763]], "nbo_charge": [-0.202, -0.273, -0.193, -0.137, -0.156, -0.244, 0.190, -0.237, -0.533, -0.006, 0.209, 0.223, 0.205, 0.215, 0.221, 0.186, 0.169, 0.170, 0.192]}